1.
22
Properties=species:S:1:pos:R:3:forces:R:3:lowdin_charge:R:1 method="wB97M-V/def2-TZVPD" gap_ev=6.9 spin_multiplicity=1 energy_ha=-379.5957
H 0.879149 -0.348422 -1.058281 1.737 0.041 0.824 0.091
H 3.332982 0.147836 -1.558570 -0.046 0.027 -0.085 0.068
H -1.276207 0.860546 2.485114 -0.112 -0.297 -0.015 0.066
C 1.659277 1.086086 0.524553 1.061 0.422 1.122 -0.245
H 3.857177 -0.587258 -0.083509 -0.011 -0.403 0.018 0.072
N -2.365801 -0.750102 -1.377005 0.220 0.003 -0.248 0.014
H -3.729190 -0.508006 0.380432 0.028 0.073 0.029 0.080
H 2.954069 -1.551015 -1.357990 0.126 -0.073 0.330 0.068
H 1.373362 -1.022596 0.460567 0.343 -0.037 0.273 0.086
C -1.876018 0.212447 0.734469 0.269 -0.260 0.833 -0.535
H -3.496619 0.061629 1.979283 0.160 -0.024 0.033 0.098
H -0.532371 0.226499 -0.848506 -2.646 -0.129 0.856 0.123
C 3.052343 -0.606830 -0.820452 0.028 0.986 -0.014 -0.135
H -1.890586 -1.650327 -1.444701 -0.015 0.091 0.199 0.089
C 1.743308 -0.208134 -0.163498 -3.957 -1.200 -2.761 -0.443
H -2.387727 -0.386803 -2.325394 -0.163 0.122 0.202 0.086
H 2.444240 1.718229 0.091097 1.309 -0.431 1.244 0.053
N -3.088949 -0.284992 1.128346 -0.162 0.176 -0.263 0.138
H 1.284085 2.019170 0.948126 -2.526 0.002 -1.479 0.046
N -0.964435 0.664039 1.543527 0.685 0.224 -0.230 0.082
N -1.604591 0.150394 -0.593580 2.572 -0.060 -1.142 -0.045
H 0.632503 0.757611 1.355972 1.098 0.747 0.273 0.144

2.
47
Properties=species:S:1:pos:R:3:forces:R:3:lowdin_charge:R:1 method="wB97M-V/def2-TZVPD" gap_ev=3.2 charge=-1 spin_multiplicity=1 energy_ha=-2671.5424
H -2.251816 -2.515698 2.385613 0.072 0.236 -0.587 0.086
H 2.477567 -2.408564 0.191230 -0.023 0.252 0.378 0.048
O -0.129248 -2.757556 1.044314 0.047 -0.338 0.967 -0.359
O 4.830846 0.245915 1.619391 1.166 -0.600 0.952 0.007
C -2.825131 -0.017932 2.728221 -0.062 -0.188 -0.092 -0.599
O -1.666023 -2.054401 -0.557914 -1.012 0.700 -0.748 -0.351
H -1.018928 3.174740 -4.846611 0.212 -0.138 0.244 0.095
O -3.219431 0.903803 3.596002 -0.389 -0.260 0.907 0.013
O -0.749810 0.416809 -2.880999 0.021 0.457 1.421 0.081
O -1.894528 0.049920 1.973278 0.765 0.279 -0.482 0.083
O -3.656695 -1.042604 2.831491 -0.544 0.262 1.092 0.008
H -0.484838 -2.737431 -4.794669 0.420 0.205 -0.074 0.094
H 3.915524 -3.073088 -0.500061 0.517 0.370 0.088 0.098
H 3.683112 1.867774 1.697677 0.158 0.665 0.247 0.084
H -2.707932 2.937463 -4.884062 -0.292 -0.676 0.074 0.090
C -2.678510 2.210588 3.595227 0.289 1.227 -1.287 -0.048
H -3.850869 -3.086306 2.783984 -0.206 0.372 0.321 0.089
O 0.025637 4.695902 0.457559 -0.772 -0.431 -0.601 -0.279
H -1.816486 2.643077 -3.355924 -0.027 -0.123 -0.047 0.099
C 4.759148 1.669496 1.671851 -2.297 -0.204 -0.829 -0.005
C 3.908361 -0.498019 1.045040 0.214 0.497 -1.669 -0.600
C 3.483362 -2.730463 0.440747 -0.341 -0.765 0.162 -0.012
H -3.160390 2.832780 4.345903 -0.251 -0.572 0.274 0.089
H -1.394693 -2.613054 -3.390666 0.133 0.597 0.689 0.097
C -1.197154 0.245567 -3.975086 0.640 -0.113 -1.287 -0.576
O 1.625434 4.120872 1.989878 0.164 -1.058 -0.176 -0.280
H -3.686909 -2.298306 1.240189 0.687 -0.129 -0.181 0.095
O 4.287908 -1.754514 1.125568 -0.054 -0.316 0.044 0.024
C -3.310532 -2.294997 2.262116 -0.102 -0.561 -0.397 -0.032
H 5.090896 2.090607 0.723711 0.475 0.061 0.229 0.103
O 0.620858 -2.310469 -1.114724 1.291 1.668 -1.189 -0.380
C -0.660578 -2.047814 -3.964985 -0.280 -1.403 -0.816 -0.031
H 3.463981 -3.573528 1.128324 -0.212 -0.035 -0.115 0.099
O -1.261408 -0.925293 -4.607723 -0.332 1.099 0.009 0.014
S 0.690823 3.515756 1.012397 -0.284 1.840 1.200 0.218
H -2.918670 2.668694 2.632426 0.124 0.038 -0.022 0.099
H 0.267518 -1.833491 -3.445751 -0.295 0.166 0.231 0.084
Al 0.141428 0.242152 -0.079927 0.100 -0.303 0.001 1.377
C -1.800215 2.526373 -4.439716 0.599 1.408 0.449 -0.059
H 5.241944 2.039949 2.568224 0.259 -0.195 -0.155 0.095
O -1.538280 1.215410 -4.845757 -0.687 -1.417 -0.434 0.004
O -0.210842 2.551947 1.671843 -0.433 -0.738 0.350 -0.376
O 2.975702 -0.095463 0.373322 -0.598 0.334 0.597 0.054
H -1.599666 2.325473 3.696647 0.016 -0.711 0.068 0.084
O 1.372181 2.742721 -0.036285 1.041 -1.824 -1.390 -0.381
O -0.669500 -4.327449 -0.749161 -0.311 0.444 -0.399 -0.315
S -0.503148 -2.937347 -0.362150 0.392 -0.083 1.984 0.172

3.
31
Properties=species:S:1:pos:R:3:forces:R:3:lowdin_charge:R:1 method="wB97M-V/def2-TZVPD" gap_ev="4.4 / 4.4" charge=-1 spin_multiplicity=1 energy_ha=-2433.0889
H -1.041448 -1.871626 2.600458 0.014 0.041 0.105 -0.124
H -3.558837 -0.713415 -2.125290 0.204 -0.048 -0.035 0.102
H 1.123939 0.683278 -1.040753 -0.220 0.205 0.177 0.072
C -0.933114 0.683481 -0.405010 1.091 0.322 -0.340 -0.184
C 1.732816 1.600799 3.286092 -0.066 -0.197 -0.061 -0.355
C -2.369825 0.372524 -0.686293 -0.217 -0.227 -0.702 -0.210
H 0.777602 1.524558 3.807200 0.023 -0.135 -0.169 0.036
H -2.897100 1.290503 -1.000258 0.169 0.000 0.197 0.114
H -1.741802 -0.986410 -3.809262 0.110 0.211 -0.008 0.103
Sc 0.701697 -1.532545 0.668440 -3.044 1.155 1.615 -0.045
H 0.236139 0.733836 -3.399853 0.147 -0.010 0.261 0.104
H -2.849910 0.000724 0.224658 0.175 0.082 -0.183 0.083
H 1.973399 2.660671 3.150259 0.129 -0.237 0.122 0.033
S 1.563121 0.838182 1.651540 0.074 -0.264 -0.071 0.732
H -2.195565 -1.640719 -1.454260 -0.043 0.335 -0.107 0.064
H 2.500179 1.074783 3.864200 -0.146 0.157 -0.084 0.040
C 0.085675 0.434094 -1.279588 -1.088 0.675 0.711 -0.207
C -1.638671 -0.230499 -3.021781 -0.180 0.082 0.138 -0.202
H 3.841209 0.299491 2.163898 -0.015 0.022 -0.449 0.041
Cl 2.161118 -2.854632 1.905811 0.919 -0.473 0.584 -0.129
C -1.044631 -1.146431 1.768643 1.207 -0.087 -0.314 -0.309
C 3.295584 0.571009 1.249303 0.459 0.820 -0.158 -0.413
H 3.375870 -0.241416 0.514738 -0.015 0.177 0.312 0.019
H -0.749783 1.185021 0.553549 0.104 -0.423 -0.505 0.052
Cl 0.116678 -2.944202 -1.097682 0.162 -0.707 -1.083 -0.034
H -1.846272 -0.409127 1.915222 0.003 -0.289 0.012 -0.116
C -2.502876 -0.651241 -1.825838 0.131 -0.013 0.312 -0.216
H 3.665313 1.501127 0.791237 0.418 -0.377 0.251 0.032
C -0.143661 -0.010298 -2.685422 -0.478 -0.778 -0.546 -0.241
H -2.039138 0.720304 -3.406627 -0.015 -0.182 -0.037 0.103
H 0.402295 -0.941825 -2.877330 -0.012 0.161 0.057 0.056

4.
132
Properties=species:S:1:pos:R:3:forces:R:3:lowdin_charge:R:1 method="wB97M-V/def2-TZVPD" gap_ev=8.7 spin_multiplicity=1 smiles="CCCCCCCCCCC[C@@H]1[C@H](CC(N)(N)N)C(=O)O[C@]1(CCN)COC.CO.CO.CO.CO.CO.CO.CO.CO.CO.CO" energy_ha=-2428.4837
H 3.823043 -4.706335 -0.307213 0.031 0.218 0.429 0.099
C -1.540788 -1.176110 -0.105701 0.740 -0.338 -0.306 -0.138
C -4.990090 2.600487 3.349981 0.104 0.107 -0.031 -0.119
H -6.359483 6.803316 -0.775395 -0.059 -0.023 -0.074 0.076
H 3.902258 7.947142 3.908260 0.026 0.013 0.056 0.079
H -3.360761 -2.167815 -2.975626 -0.141 -0.015 0.122 0.123
O -5.924959 6.400519 -0.020498 0.055 0.075 0.162 -0.131
H -0.927296 -4.606140 -1.512225 -0.096 0.128 -0.093 0.080
H 2.662519 4.248221 4.321290 0.027 0.012 0.082 0.054
O -4.113573 -0.411520 1.769668 -0.177 -0.008 0.140 -0.137
H 0.063000 -6.535278 -1.021417 -0.073 -0.132 0.073 0.100
H -1.438577 1.986671 -2.730476 0.043 -0.015 -0.235 0.126
O -1.675859 1.881004 1.789912 -0.050 -0.435 0.173 -0.130
O -1.093357 5.696347 4.005790 -0.010 0.168 0.150 -0.127
N 0.737636 2.683966 -4.070424 0.072 0.057 0.427 0.013
H 3.354256 2.756534 3.635773 -0.018 -0.041 0.113 0.081
H -3.451571 5.716663 -0.582919 -0.039 0.038 -0.066 0.065
H 0.192330 0.307512 0.635427 -0.152 0.119 -0.021 0.103
H 0.051869 -3.289026 -4.870225 0.138 0.068 -0.063 0.084
H 2.207600 6.870353 2.724053 -0.050 -0.026 -0.068 0.085
H 2.615579 -1.818072 -2.792707 -0.146 0.014 -0.051 0.099
C -0.260715 -2.016006 0.139240 -0.447 -0.156 0.167 -0.160
H -0.182069 2.657946 -4.487307 -0.040 -0.009 -0.202 0.059
C -5.463661 7.448407 0.826346 -0.102 -0.063 -0.186 -0.159
H 0.392256 -5.940950 0.575864 0.001 0.137 0.181 0.102
H 4.343796 -0.113491 -0.717880 0.224 -0.375 -0.293 0.032
C -0.466344 -3.530745 0.326889 0.429 0.106 -0.346 -0.177
H 2.117821 -4.042364 -2.677762 0.029 -0.303 -0.099 0.084
H 4.308282 -5.553061 2.193609 0.029 0.017 -0.070 0.076
H -1.923348 3.508158 3.049400 0.034 0.045 0.113 0.045
H 2.219799 -6.294352 -1.776444 0.037 0.136 -0.226 0.092
C 2.445524 3.357624 3.735734 0.075 -0.072 -0.232 -0.145
H -2.507428 4.871376 -1.828761 0.039 -0.038 0.015 0.079
H 4.840848 -1.610973 0.105016 -0.030 0.039 0.223 0.063
O 0.470545 -0.000755 -2.553865 -0.004 -0.057 -0.299 0.058
H 3.099812 -4.327017 2.614166 -0.022 -0.081 0.009 0.073
H 2.611085 4.223884 2.008463 0.028 0.119 0.016 0.072
H -3.460682 0.147453 3.659926 0.079 -0.059 0.102 0.063
H -1.450281 -2.061395 -5.806339 0.054 0.371 0.193 0.057
H 3.569905 6.778681 5.199821 -0.002 -0.031 -0.002 0.080
N -2.543578 -4.381873 -4.046706 0.101 0.464 -0.089 0.068
H 0.609855 1.886311 0.035551 -0.165 0.180 -0.059 0.122
H 4.798689 -1.216027 -2.900308 0.075 -0.049 -0.156 0.101
O 1.946908 0.410481 -0.411267 -0.362 0.009 -0.139 -0.166
C -1.822302 -3.078903 -4.056632 -0.296 -0.591 -0.263 -0.657
H 3.865027 -4.239463 -2.555637 -0.035 -0.323 -0.182 0.107
C 2.064760 -5.838586 -0.804401 0.144 0.016 0.949 -0.195
C -3.557038 -0.743606 3.035567 0.121 0.133 -0.245 -0.151
O -2.589716 3.909398 -0.029528 -0.372 0.002 0.183 -0.150
H 0.181829 -3.842497 1.144750 -0.055 -0.049 0.204 0.094
C 3.154528 -2.303464 -1.981563 0.510 -0.251 0.064 -0.191
H 4.804770 -2.769594 2.304395 0.009 0.080 -0.005 0.068
H -1.685423 -0.540675 0.764792 -0.176 -0.030 0.054 0.075
O 1.935106 3.705719 2.452023 -0.016 -0.069 0.170 -0.149
H 3.664849 -9.172271 -1.957919 0.085 0.015 0.026 0.073
H -2.326549 0.467591 -1.116943 -0.132 -0.044 -0.108 0.147
C -0.066964 -4.394764 -0.882426 -0.436 -0.046 0.432 -0.202
O -4.160912 3.614374 2.789887 -0.106 0.138 -0.273 -0.137
C 0.589336 0.830936 -0.231737 1.061 -0.281 0.300 -0.131
C 1.966187 -9.705504 -2.744361 0.193 0.054 0.084 -0.153
O 2.816405 -8.752485 -2.114440 -0.148 -0.111 -0.081 -0.129
O -0.139483 -0.545703 -4.644197 -0.409 0.108 1.688 0.099
H -2.400835 -1.836419 -0.185758 -0.196 0.066 0.124 0.109
H 2.496366 -6.546725 -0.094594 0.035 -0.161 -0.041 0.096
H 0.614104 -3.806111 -1.486758 0.011 -0.135 -0.044 0.062
H -1.001271 2.674406 -1.203142 -0.173 -0.223 0.327 0.091
C 4.624825 -1.824082 -2.013942 -0.246 0.175 0.280 -0.230
H -3.228498 3.816533 0.693390 0.007 0.200 0.125 0.057
H 2.915132 2.107573 0.263235 -0.065 0.121 -0.032 0.094
H 2.716966 -1.940671 -1.051429 -0.195 0.066 -0.041 0.081
H -6.045474 2.882062 3.322666 0.006 -0.019 0.012 0.082
H 6.014246 -0.654125 -0.812402 0.146 -0.021 0.044 0.074
H 4.494133 -4.618992 3.687157 -0.037 -0.058 0.014 0.075
H -6.293710 8.060860 1.187455 0.042 0.028 0.050 0.076
C 2.738061 1.065424 0.546385 0.170 0.233 0.459 -0.111
H 0.193904 -1.666662 1.064694 0.118 0.182 0.014 0.108
H 1.808458 -10.578822 -2.105683 -0.054 -0.021 -0.039 0.074
H -0.511415 7.459268 4.956699 -0.026 0.029 0.064 0.070
C -1.135919 2.859220 2.684499 -0.150 -0.112 -0.206 -0.130
H 5.291637 -2.682893 -2.066189 0.112 -0.099 -0.076 0.097
H -2.571664 -1.200409 2.910312 0.034 -0.035 0.126 0.075
H -3.507794 0.213531 1.356737 0.053 0.034 0.051 0.038
H -4.692455 2.383462 4.379367 -0.058 -0.048 -0.007 0.085
H -2.095459 6.795586 5.394704 -0.021 -0.004 -0.012 0.075
H -4.124719 4.281968 -1.387093 -0.026 0.074 -0.042 0.086
H 2.293630 -3.825148 -0.013344 0.128 0.047 0.271 0.099
C -0.427789 -0.474648 -3.461671 0.644 -0.194 -0.885 -0.403
C 4.164753 -4.574842 2.645289 0.005 0.235 0.025 -0.160
H 0.472715 -1.812626 -0.640720 0.119 -0.151 -0.063 0.097
N -0.410252 -3.377407 -3.982184 -0.211 -0.265 0.293 0.119
H -4.838377 1.717759 2.737466 -0.103 -0.102 0.026 0.058
H 1.200759 1.823950 -4.321671 -0.072 -0.222 -0.117 0.053
C -2.283484 -2.245720 -2.854947 0.071 0.132 -0.237 -0.073
H 1.688435 2.767948 4.248856 -0.047 -0.030 -0.077 0.075
C -0.263701 0.633897 -1.477797 -0.308 0.655 -0.540 -0.334
N -2.245506 -2.424600 -5.299892 -0.050 -0.283 -0.139 0.094
C 4.980668 -0.995817 -0.781263 0.074 -0.019 -0.412 -0.104
C 0.599466 2.757981 -2.606895 -0.084 0.298 -0.618 -0.240
H -0.621767 6.025337 6.009451 -0.019 0.056 0.046 0.079
C 0.567502 -5.735370 -0.478455 -0.002 -0.102 -0.761 -0.178
C -3.211132 4.743399 -1.008308 0.122 -0.154 0.032 -0.117
O 2.597611 6.382081 3.453985 0.021 0.240 0.119 -0.145
H -0.367117 3.453005 2.193528 0.061 -0.027 0.007 0.063
C -1.067267 6.537347 5.152099 0.168 -0.138 -0.169 -0.151
C -0.621898 2.050881 -2.006655 0.253 -0.347 0.145 -0.097
C -1.738171 -0.812397 -2.736254 0.188 0.344 -0.154 -0.117
H -4.218509 -1.454074 3.525715 -0.067 -0.016 -0.078 0.081
H 2.253001 1.073781 1.525199 -0.056 -0.012 0.120 0.090
H -0.692585 2.325300 3.524588 0.015 -0.062 -0.037 0.083
H 0.077015 -2.863871 -3.266493 0.141 0.103 -0.112 0.049
H -2.093581 2.350478 1.063278 0.181 0.153 -0.195 0.029
H 2.342202 7.983850 4.767515 0.035 0.014 0.050 0.073
H 3.704307 0.575217 0.643639 -0.301 0.030 0.079 0.061
H -2.115648 -2.822739 -1.949453 0.262 0.028 0.099 0.090
C 3.128857 7.334386 4.376173 -0.083 -0.023 -0.184 -0.134
H -1.491014 -3.738133 0.632666 -0.116 -0.056 0.126 0.111
H 1.009179 -9.220628 -2.918824 -0.005 0.031 0.005 0.077
H -3.523224 -4.220905 -4.255192 -0.116 0.042 0.121 0.066
H 1.520892 2.368283 -2.180862 0.066 -0.058 0.170 0.112
C 2.821421 -4.505980 -0.677147 0.151 -0.536 -1.109 -0.194
H -2.647206 -3.140510 -5.892605 -0.019 -0.047 -0.087 0.066
H -4.246404 4.418591 3.306799 0.013 0.049 0.045 0.081
H -4.972075 6.985158 1.678447 0.010 -0.030 0.000 0.071
O 4.931813 -3.632668 1.904647 0.021 -0.178 0.034 -0.133
C 2.986906 -3.840449 -2.053441 -0.163 1.019 0.131 -0.196
H 0.555113 3.815256 -2.344448 -0.032 0.092 0.102 0.102
H 2.376717 -10.029813 -3.704204 -0.062 -0.027 -0.020 0.075
H -4.742439 8.087741 0.309657 0.020 0.029 0.064 0.077
H -0.184342 5.461249 3.787909 0.010 -0.060 -0.080 0.059
H -2.499753 -4.758288 -3.107683 0.055 -0.211 -0.003 0.054
H -2.476735 -0.158551 -3.198103 0.011 -0.040 -0.325 0.153
C -1.516814 -0.241927 -1.319045 -0.641 0.456 0.601 -0.174

Per-record energy above the lowest of the compared OMol25 structures with the same formula, charge and spin, kJ/mol: 625.14, 0.00, 0.00, 0.00